No. 1
Computed, not measured: a 2-piece molecular cluster, C6H14N2O2 overall, with wB97M-V/def2-TZVPD.

Structure (XYZ):
```
24
Properties=species:S:1:pos:R:3:nbo_charge:R:1
O -0.9512 -1.4959 1.9235 -0.60
O 2.6385 -0.5746 -1.9284 -0.61
N -1.3799 0.7393 1.4402 -0.64
N 0.4099 0.0048 -1.7645 -0.65
C 0.5782 0.2452 2.8061 -0.72
C 1.1918 -2.1193 -0.8911 -0.73
C -2.5885 0.8164 0.4864 -0.43
C -0.7125 -0.3391 2.0806 0.71
C 1.5220 -0.8277 -1.6476 0.68
C 0.6715 1.2829 -2.3822 -0.44
H -0.9355 1.5731 1.5136 0.37
H 0.3645 -2.1150 -0.2453 0.23
H 0.2516 2.2650 -1.9662 0.20
H 2.2548 -2.4278 -0.4577 0.24
H -2.2126 1.5202 -0.2475 0.20
H 0.5499 -0.2800 3.7955 0.23
H 1.7040 1.4149 -2.4623 0.23
H 1.5007 0.1297 2.2759 0.24
H 0.3068 0.9885 -3.4021 0.20
H 0.9939 -3.0503 -1.6012 0.23
H -0.4727 -0.2668 -1.3294 0.41
H -2.8714 -0.0934 -0.1222 0.23
H -3.3463 1.3138 1.1210 0.22
H 0.5325 1.2959 3.0048 0.21
```

Output
**SMILES**: CNC(C)=O.CNC(C)=O
**Multiplicity**: 1
**HOMO level**: -9.509 eV
**ΔE to the lowest compared entry with this formula, charge and spin**: 2.516 eV
**M**: 146.2 g/mol
**Electronic energy**: -13523.108 eV
**Frontier orbital gap**: 10.07 eV

=====

No. 2
Computed, not measured: a 2-piece molecular cluster, C6H14N2O2 overall, with wB97M-V/def2-TZVPD.

Structure (XYZ):
```
24
Properties=species:S:1:pos:R:3:nbo_charge:R:1
O -0.6182 -1.3680 -2.8577 -0.62
O 2.0972 0.8854 2.6951 -0.60
N 0.9979 0.6777 0.7122 -0.63
N -1.5940 -0.2395 -1.1831 -0.63
C -0.9621 -1.3375 -1.6884 0.67
C -2.0188 0.8993 -1.9589 -0.43
C -0.3033 0.6555 2.7547 -0.72
C 2.1180 1.1403 -0.0726 -0.43
C -0.4531 -2.3705 -0.7118 -0.72
C 1.0604 0.8017 2.0857 0.68
H 2.1908 2.2263 -0.2244 0.19
H -1.9694 -0.3659 -0.2568 0.39
H 2.0183 0.8464 -1.1291 0.21
H -1.0393 1.3407 2.3388 0.21
H -1.2062 1.6135 -2.0966 0.20
H 3.0375 0.7181 0.2978 0.23
H 0.0891 0.8808 0.3260 0.39
H 0.1155 -3.0547 -1.3239 0.25
H 0.0992 -1.8789 0.0817 0.24
H -2.2459 0.5880 -2.9753 0.23
H -1.2285 -3.0269 -0.2917 0.23
H -0.1067 0.8671 3.8045 0.25
H -0.7147 -0.3450 2.6255 0.23
H -2.9495 1.2878 -1.5655 0.21
```

Output
**SMILES**: CNC(C)=O.CNC(C)=O
**Multiplicity**: 1
**HOMO level**: -9.759 eV
**ΔE to the lowest compared entry with this formula, charge and spin**: 0.871 eV
**M**: 146.2 g/mol
**Electronic energy**: -13524.753 eV
**Frontier orbital gap**: 10.24 eV

=====

No. 3
Computed, not measured: a 2-piece molecular cluster, C6H14N2O2 overall, with wB97M-V/def2-TZVPD.

Structure (XYZ):
```
24
Properties=species:S:1:pos:R:3:nbo_charge:R:1
O -0.6613 2.2282 2.7033 -0.63
O 1.8037 -1.5157 -1.0835 -0.56
N -0.3770 0.1576 1.7356 -0.62
N 0.0740 -0.2513 -1.8189 -0.66
C 0.3424 -0.5448 2.8074 -0.43
C -0.8388 1.4320 1.8034 0.68
C 0.7636 -1.5012 -1.6935 0.69
C -0.0812 -2.6392 -2.1277 -0.74
C 0.7785 0.8491 -2.4849 -0.43
C -1.6096 1.8738 0.5554 -0.71
H 0.7031 0.7948 -3.5913 0.19
H -0.8561 2.1221 -0.1960 0.23
H 0.3847 1.7757 -2.0626 0.20
H 0.5826 0.2730 3.4681 0.23
H 1.3128 -0.9286 2.3986 0.21
H -2.3348 1.1258 0.2267 0.21
H 0.6368 -3.4496 -2.0964 0.25
H -2.2190 2.7521 0.7546 0.24
H -0.5982 -0.3887 0.9122 0.39
H -0.5712 -2.5575 -3.0532 0.23
H -0.8601 -0.3442 -2.1706 0.36
H -0.8952 -2.8610 -1.3792 0.24
H -0.2125 -1.3373 3.3035 0.20
H 1.8253 0.9495 -2.2090 0.23
```

Output
**SMILES**: CNC(C)=O.CNC(C)=O
**Multiplicity**: 1
**HOMO level**: -9.436 eV
**ΔE to the lowest compared entry with this formula, charge and spin**: 1.354 eV
**M**: 146.2 g/mol
**Electronic energy**: -13524.271 eV
**Frontier orbital gap**: 9.89 eV

=====

No. 4
Computed, not measured: a 2-piece molecular cluster, C6H14N2O2 overall, with wB97M-V/def2-TZVPD.

Structure (XYZ):
```
24
Properties=species:S:1:pos:R:3:nbo_charge:R:1
O 1.1064 -1.0139 1.1398 -0.63
O -1.5099 0.2640 -3.1951 -0.61
N -1.2254 -0.7392 -1.1833 -0.66
N 1.6421 0.8173 2.3011 -0.62
C -1.7076 -1.9458 -1.7900 -0.45
C -0.9933 0.3116 -2.0989 0.68
C 2.9089 0.9279 1.6331 -0.41
C -0.6712 -0.0620 2.4586 -0.73
C 0.7425 -0.1791 1.9448 0.67
C -0.3144 1.5108 -1.5121 -0.72
H 3.6915 0.1620 2.0673 0.20
H 0.5246 1.2674 -0.7724 0.22
H -1.0111 1.9929 -0.8218 0.23
H -2.7564 -2.2481 -1.5341 0.19
H -0.0437 2.2854 -2.2417 0.24
H -1.9639 -1.8087 -2.8600 0.24
H -1.3086 0.3116 1.6412 0.25
H 2.7167 0.7458 0.5667 0.22
H -0.8772 0.6971 3.2009 0.22
H -0.7388 -0.9395 -0.3080 0.42
H 1.3122 1.5889 2.8690 0.39
H -1.0624 -2.8295 -1.6912 0.20
H -0.9703 -0.9970 2.9913 0.25
H 3.2613 1.9200 1.7938 0.20
```

Output
**SMILES**: CNC(C)=O.CNC(C)=O
**Multiplicity**: 1
**HOMO level**: -9.276 eV
**ΔE to the lowest compared entry with this formula, charge and spin**: 1.315 eV
**M**: 146.2 g/mol
**Electronic energy**: -13524.309 eV
**Frontier orbital gap**: 9.86 eV

=====

No. 5
Computed, not measured: a 2-piece molecular cluster, C6H14N2O2 overall, with wB97M-V/def2-TZVPD.

Structure (XYZ):
```
24
Properties=species:S:1:pos:R:3:nbo_charge:R:1
O 0.2827 0.5317 0.8821 -0.64
O -0.3007 -0.9996 -2.2308 -0.60
N 0.0084 -2.5494 -0.5558 -0.66
N -0.1025 2.6151 1.1437 -0.65
C -0.7717 -1.5691 -1.2893 0.72
C 2.0203 1.6844 2.0367 -0.71
C -1.1898 2.5130 -0.0398 -0.39
C 1.5575 -2.6532 -0.8012 -0.42
C 0.7034 1.5426 1.4061 0.65
C -2.2334 -1.2865 -0.7687 -0.71
H 2.1146 2.7738 2.4330 0.22
H 1.9201 -3.3157 -0.0882 0.19
H -2.8511 -1.2893 -1.6136 0.23
H -0.0700 -2.5897 0.4428 0.38
H 2.1575 1.0070 2.8861 0.24
H -2.6746 -2.0374 -0.2187 0.21
H -1.9283 1.8654 0.3138 0.20
H -1.7040 3.6077 -0.1417 0.19
H -0.1799 3.3914 1.8055 0.39
H 1.4464 -3.1571 -1.7872 0.21
H -0.6959 2.3741 -1.0230 0.23
H -2.1182 -0.3726 -0.1310 0.24
H 2.0576 -1.6526 -0.8221 0.21
H 2.8106 1.2913 1.3552 0.26
```

Output
**SMILES**: CNC(C)=O.CNC(C)=O
**Multiplicity**: 1
**HOMO level**: -9.063 eV
**ΔE to the lowest compared entry with this formula, charge and spin**: 2.759 eV
**M**: 146.2 g/mol
**Electronic energy**: -13522.866 eV
**Frontier orbital gap**: 9.86 eV

=====

No. 6
Computed, not measured: a 2-piece molecular cluster, C6H14N2O2 overall, with wB97M-V/def2-TZVPD.

Structure (XYZ):
```
24
Properties=species:S:1:pos:R:3:nbo_charge:R:1
O -2.7151 -2.3706 0.3313 -0.63
O 3.0610 2.2207 -0.4958 -0.62
N 1.7146 0.3575 -0.1530 -0.65
N -1.8413 -0.2740 0.2778 -0.65
C 2.3909 -0.5598 -1.0769 -0.42
C 2.1547 1.6293 0.1172 0.68
C -2.8450 0.2173 1.3764 -0.42
C -0.9433 -2.0022 -1.3092 -0.67
C -1.9139 -1.5732 -0.1628 0.67
C 1.0970 2.3198 1.0521 -0.72
H 2.7761 -1.4757 -0.5187 0.20
H -0.7953 -2.9749 -1.1675 0.23
H -2.8308 -0.6161 2.1033 0.24
H -1.1868 0.3226 -0.1704 0.39
H 1.2791 1.7644 1.9834 0.23
H 3.2624 -0.0807 -1.5734 0.25
H -2.4019 1.0689 1.9378 0.20
H 0.8313 0.1008 0.4511 0.40
H -1.3969 -1.6162 -2.3649 0.24
H 1.0100 3.3469 0.9505 0.24
H 0.0763 2.0930 0.8294 0.20
H 0.0225 -1.3048 -1.2259 0.19
H -3.7156 0.6756 0.9491 0.21
H 1.5469 -0.8760 -1.7222 0.20
```

Output
**SMILES**: CNC(C)=O.CNC(C)=O
**Multiplicity**: 1
**HOMO level**: -9.822 eV
**ΔE to the lowest compared entry with this formula, charge and spin**: 2.822 eV
**M**: 146.2 g/mol
**Electronic energy**: -13522.802 eV
**Frontier orbital gap**: 10.32 eV

=====

No. 7
Computed, not measured: a 2-piece molecular cluster, C6H14N2O2 overall, with wB97M-V/def2-TZVPD.

Structure (XYZ):
```
24
Properties=species:S:1:pos:R:3:nbo_charge:R:1
O -2.4397 -2.6868 -0.8631 -0.08
O -0.0587 1.5065 0.7942 -0.72
N 1.4199 2.2956 -0.6907 -0.60
N -0.6435 -1.9974 0.4426 -0.51
C 2.0884 0.9100 1.2235 -0.68
C -2.5778 -0.7263 0.4794 -0.67
C 1.0972 1.6389 0.4091 0.65
C 0.3611 2.6994 -1.6016 -0.44
C -1.8752 -1.9345 -0.1132 0.63
C 0.2776 -2.9896 -0.2524 -0.43
H 0.2810 3.7556 -1.6247 0.22
H -0.2835 -1.0930 0.9259 0.48
H -0.7716 2.5836 -1.1715 0.25
H 0.5257 -2.6426 -1.2966 0.23
H -3.6537 -0.8163 0.5538 0.27
H -2.2387 0.1319 -0.0574 0.29
H -2.4498 -0.5130 1.6320 0.30
H 3.0000 1.0137 0.6449 0.21
H 0.5969 2.1347 -2.5448 0.22
H 1.2206 -2.8948 0.3567 0.24
H 2.4604 2.1853 -0.8822 0.41
H -0.0919 -3.9426 -0.1275 0.23
H 1.7237 -0.1332 1.4301 0.22
H 2.0319 1.5152 2.3332 0.27
```

Output
**Multiplicity**: 2
**Charge**: +1
**HOMO level (spin up / spin down)**: -12.859 / -12.855 eV
**ΔE to the lowest compared entry with this formula, charge and spin**: 3.170 eV
**M**: 146.2 g/mol
**Electronic energy**: -13513.590 eV
**Frontier orbital gap (spin up / spin down)**: 9.30 / 3.94 eV

=====

No. 8
Computed, not measured: an isolated ion of composition C6H14N3 and charge +1, with wB97M-V/def2-TZVPD.

Structure (XYZ):
```
23
Properties=species:S:1:pos:R:3:nbo_charge:R:1
N 0.7505 0.9710 -0.1139 -0.20
N 1.3256 -0.0502 0.3750 0.05
N -1.7730 0.1812 0.6657 -0.26
C 2.7860 -0.1459 0.5542 -0.47
C -2.6929 1.1793 0.8432 -0.46
C 0.5587 -1.1311 0.8969 -0.27
C -0.4842 -1.6430 -0.1524 -0.40
C 1.3294 1.9501 -0.7289 0.02
C -1.5610 -0.5990 -0.4187 -0.29
H 1.2700 -1.9145 1.2168 0.24
H -2.5734 -1.0085 -0.6513 0.24
H 3.1147 0.6929 1.2064 0.25
H -3.3094 0.9900 1.7146 0.25
H -0.1402 -0.7199 1.5800 0.30
H 3.1901 -0.2584 -0.5217 0.25
H -1.9632 1.9623 1.0952 0.24
H -3.2023 1.5868 -0.1747 0.18
H 2.9885 -1.0329 1.0921 0.24
H -1.2401 -0.0852 -1.2700 0.21
H 0.6840 2.7826 -0.8735 0.22
H 2.3739 2.0317 -0.8969 0.19
H -1.1012 -2.5016 0.1337 0.25
H 0.0412 -1.8995 -1.0718 0.22
```

Output
**Multiplicity**: 1
**Charge**: +1
**HOMO level (spin up / spin down)**: -12.240 / -12.611 eV
**ΔE to the lowest compared entry with this formula, charge and spin**: 6.343 eV
**M**: 128.2 g/mol
**Electronic energy**: -10906.792 eV
**Frontier orbital gap (spin up / spin down)**: 5.24 / 9.06 eV